No. 1
55
Properties=species:S:1:pos:R:3 method="wB97M-V/def2-TZVPD" fmax_ev_per_a=16.30 relative_energy_kcal_mol=448.4 gap_ev=7.94
C 3.27091 0.54971 3.96021
C 2.32647 0.55073 2.71079
H 2.88038 0.11035 1.76840
H 2.02602 1.51033 2.44202
O 1.40596 -0.20677 3.13968
C 0.16298 0.04548 3.00623
O -0.13902 1.06112 2.74503
C -0.81529 -0.85940 3.26512
H -1.10451 -0.73068 4.30433
H -0.52592 -1.92216 3.21948
S -2.33494 -0.82548 2.13251
C -1.54397 -1.01734 0.62917
N -0.42005 -1.25954 0.86837
C 0.05581 -1.75149 -0.56658
C -0.58602 -1.52073 -1.66468
C -2.00668 -1.32689 -1.58812
O -2.80624 -1.08339 -2.45155
N -2.48243 -0.98064 -0.27686
C -3.88132 -0.28790 -0.36847
C -3.82139 1.03646 -0.11127
C -3.04097 1.91274 -1.29254
N -1.64240 1.42596 -1.37306
C -0.98688 2.33418 -0.42782
C 0.50893 1.94038 -0.43236
H 1.18351 2.91264 0.06672
O 0.96178 2.48709 -1.73849
C 0.34012 1.76290 -2.51224
C -1.17301 1.95738 -2.81724
H -1.62005 1.18974 -3.31485
H -1.41558 2.97250 -2.86079
H 0.77488 2.04388 -3.77058
H 0.63310 0.74259 -2.54494
H 0.67259 1.05254 -0.24838
H -1.27480 2.18052 0.79085
H -1.11369 3.49665 -0.40681
H -3.40602 2.86456 -1.44278
H -3.49243 1.60244 -2.25266
H -3.41767 1.20254 0.87560
H -4.82273 1.47193 -0.07682
H -4.24883 -0.97945 0.53496
H -4.48162 -0.72751 -1.05601
S 0.27717 -2.36291 -3.06902
C 1.74385 -2.42134 -2.02333
C 2.94562 -2.79058 -2.38187
C 4.04470 -2.96764 -1.66415
C 3.55408 -2.66606 -0.20121
C 2.36241 -2.31982 0.31408
C 1.29669 -2.07705 -0.58079
H 2.27576 -2.10759 1.14134
H 4.59064 -3.03856 0.42472
H 4.89149 -3.25395 -1.99313
H 3.08664 -2.91028 -3.63767
H 4.08412 1.37698 3.60785
H 2.70021 1.01519 4.86598
H 3.54762 -0.41437 4.33360

No. 2
54
Properties=species:S:1:pos:R:3 method="wB97M-V/def2-TZVPD" fmax_ev_per_a=0.07 relative_energy_kcal_mol=42.0 gap_ev=9.18
C 3.75441 -2.33382 0.93279
C 2.63931 -1.96875 1.86955
C 1.71514 -0.99236 1.53341
C 0.68974 -0.68655 2.41581
C -0.32724 0.37165 2.05842
O -0.17829 1.54804 2.34174
N -1.40033 -0.09793 1.38859
C -2.48362 0.76547 0.97007
C -2.09347 1.79504 -0.09776
C -3.30641 2.39327 -0.81978
C -4.34962 2.92648 0.15606
C -2.82280 3.51404 -1.74352
C -1.69975 3.06238 -2.66989
C -0.56922 2.40180 -1.88595
N -1.10427 1.30885 -1.07122
C -1.18035 0.04054 -1.56599
O -2.11180 -0.72068 -1.34361
C -0.00086 -0.44437 -2.35012
C 1.35732 -0.03449 -2.12189
C 2.36668 -0.60351 -2.80283
C 2.11968 -1.63597 -3.79369
O 2.92912 -2.20476 -4.46543
O 0.77594 -1.99179 -3.95919
C -0.20388 -1.42076 -3.25156
N 0.52860 -1.29403 3.58431
C 1.42335 -2.22572 3.91377
C 2.48719 -2.60126 3.10495
C 3.46048 -3.66399 3.53192
O 3.06418 -4.20616 4.77799
H 3.66676 -3.37238 0.60562
H 3.74159 -1.70157 0.04642
H 4.72888 -2.22810 1.41370
H 1.79313 -0.46646 0.59039
H -1.43577 -1.06919 1.13083
H -3.28869 0.13069 0.61131
H -2.83371 1.32544 1.83848
H -1.57564 2.60565 0.42612
H -3.75009 1.59394 -1.42504
H -3.89855 3.64208 0.84899
H -5.14413 3.44340 -0.38444
H -4.81124 2.13333 0.74363
H -3.66175 3.90033 -2.32683
H -2.46577 4.34220 -1.11924
H -2.08506 2.33790 -3.39490
H -1.30395 3.90763 -3.23730
H 0.18406 2.02761 -2.57363
H -0.08993 3.12059 -1.21529
H 1.55979 0.72730 -1.37850
H 3.40179 -0.33366 -2.65395
H -1.17903 -1.83171 -3.47183
H 1.28461 -2.70913 4.87114
H 3.50255 -4.44615 2.76358
H 4.46419 -3.22507 3.60134
H 3.71675 -4.85530 5.05248

No. 3
54
Properties=species:S:1:pos:R:3 method="wB97M-V/def2-TZVPD" fmax_ev_per_a=0.95 relative_energy_kcal_mol=0.0 gap_ev=8.78
C -3.72878 -1.40775 -1.97091
C -2.76890 -2.23465 -1.12746
O -2.00462 -1.37687 -0.27578
C -2.51217 -1.08017 0.92055
O -3.48655 -1.60083 1.39573
C -1.70679 -0.00151 1.62440
C -0.94574 -0.57491 2.82388
C -0.20803 0.56510 3.52073
C 0.70988 1.27899 2.53141
N -0.02685 1.74450 1.37077
C -0.02647 3.05858 1.06411
O 0.48302 3.89646 1.78251
C -0.63655 3.46646 -0.28515
N 0.10678 2.86818 -1.37173
C -0.43104 2.03857 -2.27648
O -1.61728 1.79030 -2.37586
C 0.62565 1.33388 -3.14419
N 1.15080 0.22489 -2.36661
C 0.58798 -1.01078 -2.48803
C 0.95403 -2.05032 -1.71133
C 1.94205 -1.86189 -0.70003
C 2.33010 -2.87780 0.18426
C 3.26908 -2.63385 1.15827
C 3.85338 -1.37213 1.28032
C 3.49024 -0.36092 0.42229
C 2.53523 -0.59141 -0.57398
C 2.13335 0.51134 -1.43371
O 2.59036 1.64658 -1.35175
C -0.72526 0.69249 0.67501
H -4.18680 -2.03298 -2.73172
H -4.50994 -0.98870 -1.34158
H -3.19324 -0.58936 -2.44747
H -2.03506 -2.74755 -1.75198
H -3.31165 -2.95992 -0.51321
H -2.43122 0.73078 1.99893
H -1.64354 -1.06058 3.50699
H -0.22862 -1.32241 2.47417
H 0.38798 0.18049 4.34875
H -0.93045 1.27799 3.92167
H 1.17749 2.15031 2.99212
H 1.49166 0.58955 2.18814
H -1.68608 3.17765 -0.37729
H -0.56257 4.55706 -0.34226
H 1.12035 2.92375 -1.31383
H 1.44607 2.01291 -3.38610
H 0.15963 0.95664 -4.05441
H -0.17413 -1.10045 -3.24676
H 0.50229 -3.01955 -1.83929
H 1.87589 -3.85338 0.09084
H 3.55823 -3.42275 1.83693
H 4.58829 -1.19329 2.05027
H 3.92170 0.62605 0.49486
H -1.27547 1.07420 -0.17954
H 0.00232 -0.04695 0.32052

No. 4
55
Properties=species:S:1:pos:R:3 method="wB97M-V/def2-TZVPD" fmax_ev_per_a=1.68 relative_energy_kcal_mol=2.6 gap_ev=9.43
O 1.79339 0.63791 -2.00112
C 1.92638 1.33141 -1.00108
C 2.85531 0.89340 0.06753
C 2.85462 0.89319 1.44175
C 3.98654 0.15040 1.84047
C 4.59401 -0.24881 0.68853
O 3.91848 0.18321 -0.37685
N 1.26690 2.50625 -0.86575
C 1.14889 3.30219 0.32936
C -0.19690 2.95310 1.02318
N -1.13334 2.34025 0.10199
C -1.15777 0.88992 -0.07233
C -2.59231 0.39386 0.05683
C -3.44356 0.92708 1.01661
C -4.72369 0.41106 1.11303
C -5.10095 -0.61284 0.25589
C -4.17096 -1.07503 -0.66048
N -2.94517 -0.58736 -0.75924
C -0.40130 0.06579 0.90632
N -0.29656 0.25762 2.20575
N 0.37055 -0.78126 2.68869
N 0.67048 -1.59700 1.76946
N 0.20903 -1.11147 0.61643
C 0.35251 -1.83129 -0.62276
C -0.64658 -3.00249 -0.68852
C 0.19133 -4.23783 -0.37125
C 1.51325 -3.93200 -1.06784
C 1.75447 -2.46212 -0.72571
C -1.10223 3.02762 -1.17091
C 0.27783 2.87456 -1.86280
H 2.13281 1.31822 2.10829
H 4.28951 -0.05923 2.84499
H 5.48208 -0.82174 0.50813
H 2.00215 3.13951 0.98297
H 1.15041 4.35283 0.01902
H -0.66142 3.87403 1.39224
H -0.05654 2.28562 1.87177
H -0.81023 0.60545 -1.07381
H -3.09223 1.71803 1.65795
H -5.41584 0.79612 1.84765
H -6.08895 -1.04354 0.30064
H -4.40739 -1.87411 -1.35097
H 0.18314 -1.12131 -1.43358
H -1.47679 -2.85988 0.00226
H -1.05463 -3.06748 -1.69652
H -0.27382 -5.15710 -0.72322
H 0.35050 -4.31132 0.70531
H 2.32698 -4.56972 -0.72785
H 1.40186 -4.05601 -2.14608
H 2.35883 -1.94551 -1.46877
H 2.24914 -2.38803 0.24355
H -1.31266 4.08145 -0.97213
H -1.89728 2.63779 -1.80846
H 0.26968 2.09149 -2.62242
H 0.57804 3.81509 -2.33618